1.
Below is C14H21LaNP as an isolated structure at a distorted geometry, with properties calculated with ωB97M-V with the def2-TZVPD basis set.

Structure (XYZ):
```
38
Properties=species:S:1:pos:R:3:forces:R:3
H -2.483 -1.781 0.791 -0.029 0.083 0.190
C 0.092 0.111 3.066 0.180 0.089 -0.136
La -0.250 0.762 -1.048 0.120 -2.535 -1.617
H -2.149 2.770 -1.222 -0.664 -0.841 -0.910
H 0.293 2.400 0.369 -0.903 0.849 -0.219
C -2.004 -1.140 2.811 0.055 -0.034 0.017
H 0.172 2.636 2.609 0.348 -0.046 -0.151
H -2.120 -2.837 -2.084 -0.055 0.169 0.157
H 1.984 2.666 2.774 -0.405 0.077 -0.318
H 2.113 3.899 -0.100 0.151 -0.547 0.041
H -3.792 1.002 -1.937 -0.118 0.794 -0.377
C -1.067 -2.899 -2.329 0.091 0.102 -1.123
N 1.244 2.187 0.814 2.501 -0.260 1.401
H -2.870 -1.608 3.283 0.222 0.213 -0.055
C -1.065 -0.454 3.594 0.156 0.257 0.881
C 0.277 0.032 1.674 -0.231 -0.938 0.090
H 2.278 2.368 -1.032 0.108 0.132 0.321
P -2.544 1.621 -2.154 0.023 0.613 -0.696
H 1.100 3.992 1.919 0.036 -0.402 0.003
C 2.315 2.815 -0.024 -0.037 0.142 0.101
C 0.761 -2.879 -3.766 0.176 0.229 1.666
H 2.003 -4.171 -2.400 -1.370 -0.023 -0.714
H 1.502 -2.618 -4.501 -0.017 0.146 -0.249
C 1.120 2.914 2.135 0.107 -0.055 -0.216
H -0.261 -4.517 -1.036 -0.187 -0.333 0.447
C -0.188 -3.903 -1.905 1.196 1.252 -0.459
C 1.509 0.632 0.987 0.214 1.036 0.403
C -1.807 -1.232 1.443 0.362 0.031 0.417
H -1.045 -1.696 -4.212 -0.189 0.302 -0.097
H -1.243 -0.362 4.675 0.110 -0.132 -0.508
H 2.449 0.574 1.545 -0.292 0.018 0.430
C -0.681 -0.634 0.884 0.827 0.501 -0.811
H -2.187 1.930 -3.544 -1.074 0.040 0.807
C 0.983 -3.794 -2.712 0.942 -0.465 0.503
C -0.475 -2.253 -3.487 -0.615 -0.409 0.258
H 1.894 0.240 -0.021 -0.690 0.258 0.889
H 0.848 0.615 3.696 -0.577 -0.464 -0.126
H 3.293 2.611 0.445 -0.469 0.150 -0.238
```
Positions in Å, forces in eV/Å.

- HOMO-LUMO gap (spin up / spin down) (hartree) = 0.176 / 0.168

***

2.
Below is C35H30GeN6O2SY as an isolated structure at a distorted geometry, with properties calculated with ωB97M-V with the def2-TZVPD basis set.

Structure (XYZ):
```
76
Properties=species:S:1:pos:R:3:forces:R:3
H -2.938 -1.746 -2.414 0.004 -0.036 -0.030
C 2.861 0.945 0.466 -0.074 0.021 -0.163
C -2.373 3.648 -0.393 0.028 0.057 -0.028
C -0.469 2.529 0.604 0.002 -0.379 -0.032
H -4.021 -3.579 -1.326 -0.014 0.003 0.004
C 3.191 -0.331 -3.098 0.210 0.171 -0.092
N -3.487 -2.858 -0.859 -0.091 0.047 0.066
H 3.049 -4.427 1.853 0.004 -0.001 -0.005
C -2.585 1.080 4.800 -0.012 -0.014 0.019
H -3.444 3.744 -0.520 0.000 -0.001 0.014
H 0.221 -1.280 3.577 -0.016 0.004 0.004
H -3.787 2.394 -4.152 -0.003 -0.006 -0.001
C -0.142 4.461 -0.802 0.028 -0.003 -0.012
H 2.213 0.073 3.688 0.015 0.014 -0.002
H 2.377 1.333 -0.428 0.030 -0.039 0.004
H 3.595 -2.963 -0.070 0.001 -0.021 0.010
H -3.357 1.747 5.158 -0.004 0.000 -0.008
H -2.538 1.967 0.919 0.053 -0.002 -0.075
C -2.328 -0.110 5.468 0.011 -0.011 -0.003
N -2.502 -2.203 -1.614 -0.030 -0.008 0.010
C 1.806 -1.461 -1.517 0.072 -0.023 0.045
N 0.277 -2.420 0.084 0.384 0.075 0.173
C -1.321 -0.958 5.024 -0.034 0.005 0.028
C 0.384 3.445 -0.019 0.092 -0.006 -0.134
N -4.941 -2.961 0.893 -0.026 -0.045 -0.007
H 3.953 -1.723 -1.696 -0.006 0.022 -0.020
Y -0.992 -0.483 -0.463 -0.507 -0.011 -0.390
C 4.847 0.182 1.567 0.013 0.010 -0.034
C 4.612 0.122 -3.587 -0.398 -0.335 0.200
H 5.908 -0.028 1.541 -0.002 0.001 0.003
H -2.906 -0.371 6.344 0.000 -0.001 -0.003
C -1.786 2.023 -4.879 -0.001 -0.016 0.026
C 2.765 0.231 2.769 -0.050 -0.032 0.080
H -1.038 -3.224 1.460 -0.009 0.011 0.009
C -0.570 -0.616 3.911 0.093 -0.081 -0.072
H 0.672 -4.594 2.613 0.000 0.005 0.002
N 0.721 -0.783 -1.950 0.142 -0.031 -0.149
S -3.133 -1.078 1.138 -0.178 -0.061 0.070
C 0.952 -3.961 1.784 -0.016 -0.004 -0.008
C -1.516 4.562 -0.990 -0.046 -0.003 -0.014
H 4.784 0.799 -0.491 -0.014 0.039 -0.020
C -1.837 1.423 3.684 -0.006 0.072 -0.034
O 4.619 0.569 -4.726 0.025 0.182 -0.242
C -2.826 1.938 -3.961 0.023 0.002 -0.013
C -2.602 1.258 -2.783 0.003 0.051 -0.050
H -5.251 -2.644 1.798 -0.008 0.002 -0.004
H -2.034 2.362 3.180 0.013 -0.005 0.052
N -1.431 0.671 -2.494 0.000 0.115 -0.231
C -0.814 0.583 3.236 0.066 0.166 -0.225
C -3.901 -2.368 0.330 0.142 -0.011 -0.125
H 2.193 0.992 -4.424 0.032 -0.007 0.024
C -1.850 2.633 0.395 -0.199 -0.079 0.119
H 4.626 -0.390 3.625 -0.005 -0.004 0.000
Ge 0.219 1.056 1.666 0.623 0.224 0.931
H -3.380 1.185 -2.029 -0.002 -0.008 -0.010
C 3.051 -1.259 -2.072 -0.092 0.018 0.062
H 0.252 1.473 -5.289 -0.016 0.009 -0.013
H -1.919 5.366 -1.592 0.000 0.001 -0.004
H 1.456 3.377 0.122 -0.027 0.048 0.028
C -0.005 -3.211 1.132 0.040 -0.015 0.009
H -1.925 2.545 -5.816 0.004 0.002 -0.003
H -1.850 -2.898 -1.972 0.012 -0.019 0.025
C -0.418 0.757 -3.385 0.075 -0.098 0.155
C 0.845 0.076 -2.987 -0.120 0.064 -0.094
C 2.058 0.309 -3.594 -0.096 -0.062 0.010
C 4.125 -0.030 2.736 0.003 0.001 -0.007
C 4.219 0.671 0.426 0.083 -0.097 -0.013
C 2.577 -3.054 0.277 -0.043 -0.024 -0.013
C 2.268 -3.869 1.354 0.000 0.018 -0.023
C -0.569 1.429 -4.588 0.014 0.004 0.035
H -5.441 -3.727 0.466 -0.001 0.004 0.007
C 1.561 -2.351 -0.350 -0.146 -0.008 -0.100
O 5.447 -0.031 -2.687 0.203 0.043 0.198
H 0.519 5.185 -1.257 0.009 -0.003 -0.002
C 2.121 0.728 1.632 -0.267 0.094 0.085
H -1.116 -1.878 5.554 0.010 0.002 -0.001
```
Positions in Å, forces in eV/Å.

- relative energy (zero: lowest compared OMol25 entry of this formula, charge and spin) (kJ/mol) = 20.0
- HOMO-LUMO gap (spin up / spin down) (hartree) = 0.217 / 0.183
- total charge = +2
- 2S+1 = 2

***

3.
Below is C39H43BO5S as an isolated structure, with properties calculated with ωB97M-V with the def2-TZVPD basis set.

Structure (XYZ):
```
89
Properties=species:S:1:pos:R:3:forces:R:3
H -1.189 -1.616 -0.764 0.327 -0.450 -0.498
C -2.061 -0.172 -3.068 0.060 0.300 0.101
H 2.782 -3.456 -0.218 -0.003 0.005 0.005
O -0.163 -0.477 -4.328 -0.148 0.049 -0.105
H -0.359 3.987 3.409 0.005 0.007 0.006
H -1.198 1.398 -4.433 0.648 -0.066 0.437
C 5.718 -2.350 -2.464 0.013 -0.058 -0.028
H -7.348 0.135 1.092 -0.005 -0.005 0.005
C 6.768 2.910 -2.657 0.000 -0.004 -0.006
H 0.082 3.580 1.011 0.009 0.004 -0.002
H -3.284 -6.414 -1.236 -0.005 0.002 0.001
C -3.025 3.406 6.229 0.001 0.012 -0.002
C -2.233 -6.338 -0.990 0.017 0.000 0.003
C -4.434 -1.026 -0.171 0.075 -0.002 -0.023
S -0.694 -1.979 -4.139 0.452 -0.177 -0.146
H 6.979 -2.844 -0.800 0.003 -0.005 -0.002
H -1.960 -4.473 -2.022 -0.013 -0.037 -0.041
H -4.215 -2.050 -2.048 -0.012 -0.022 0.013
C -1.760 5.566 3.041 -0.014 0.002 0.008
C -1.748 3.244 8.259 0.001 0.000 0.003
C 6.001 1.835 -2.229 0.002 0.005 -0.010
C -0.857 2.385 7.631 0.006 0.005 0.000
H -1.952 5.739 4.093 0.006 -0.004 0.004
C -0.864 4.579 2.656 0.012 -0.030 0.031
H -8.186 -0.830 -1.021 -0.004 0.000 0.000
H -0.351 1.372 5.809 -0.002 -0.008 0.001
H 6.329 3.670 -3.292 0.001 0.000 -0.005
H 0.200 -8.003 0.674 0.003 -0.006 -0.005
C 4.417 -2.298 -2.945 -0.007 0.014 0.004
O -1.076 -2.546 -5.386 0.009 0.146 0.153
H -1.081 4.929 -0.704 0.008 0.008 -0.003
C 8.098 3.012 -2.272 0.001 0.002 -0.001
H -3.528 4.423 8.050 -0.002 0.001 0.003
H -1.952 0.015 -5.181 -0.044 0.184 -0.004
C 6.562 0.863 -1.412 -0.016 0.042 0.038
C -1.623 -7.328 -0.232 -0.002 -0.005 0.001
H 1.521 -6.073 -0.125 0.005 0.002 -0.003
C -2.832 3.754 7.559 0.000 0.004 -0.001
H -4.941 0.003 1.642 0.003 0.001 0.002
C 7.891 0.966 -1.026 0.005 -0.002 -0.006
C -1.427 1.564 -1.012 0.057 -0.141 0.133
H -1.596 3.516 9.296 -0.002 -0.003 0.005
H -3.871 3.802 5.682 0.001 0.002 -0.005
H 6.541 -2.033 -3.092 0.003 0.008 0.003
H 2.344 -2.658 -2.512 0.064 0.014 0.001
H -1.325 1.440 0.069 0.051 0.090 -0.032
C 3.359 -2.698 -2.140 -0.012 -0.004 0.045
C 0.468 -6.145 -0.365 -0.015 0.008 0.007
C -0.617 4.350 1.309 -0.007 -0.004 -0.003
C 5.964 -2.804 -1.175 0.011 -0.014 -0.006
H 8.328 0.208 -0.388 0.001 -0.003 0.001
O 0.254 -2.642 -3.316 -0.286 -0.065 -0.088
H -2.199 -8.176 0.115 -0.002 -0.001 0.001
H 5.964 0.026 -1.078 -0.012 0.000 0.002
B -1.346 0.143 -1.666 0.127 -0.004 -0.023
H -6.623 -1.925 -2.589 0.000 0.000 -0.004
H -2.668 6.694 -0.019 -0.002 0.003 -0.001
C -1.356 0.331 -4.316 -0.709 -0.171 -0.445
H 4.226 -1.943 -3.950 0.000 -0.009 -0.006
C -1.048 2.039 6.300 0.003 0.006 0.001
C -1.490 -5.253 -1.434 -0.039 0.094 0.018
H 8.696 3.849 -2.608 0.002 0.003 -0.001
H -2.280 2.284 4.561 -0.006 -0.001 -0.002
C 4.908 -3.202 -0.367 -0.007 0.009 0.010
H -3.091 0.193 -3.073 -0.137 -0.453 -0.016
C -2.408 6.328 2.079 -0.005 -0.003 0.001
O -0.656 -0.862 -1.035 -0.522 0.558 0.526
C -6.254 -1.499 -1.665 -0.004 0.015 -0.003
O -2.029 -1.616 -3.349 -0.035 0.019 0.202
C -0.142 -5.154 -1.122 0.040 0.040 0.043
C -7.132 -0.885 -0.783 -0.001 0.001 -0.003
C 8.660 2.038 -1.457 0.005 -0.004 -0.003
C -1.269 5.109 0.347 -0.003 -0.001 0.002
H -0.013 1.985 8.178 0.006 0.004 0.000
C -2.132 2.550 5.600 -0.001 -0.002 -0.039
C -2.162 6.099 0.731 -0.006 -0.005 -0.005
H 9.697 2.116 -1.159 0.002 0.003 0.005
H 4.965 1.752 -2.532 -0.005 -0.001 0.005
H 5.099 -3.552 0.640 0.000 -0.007 0.000
H -3.380 -1.084 0.077 -0.004 -0.015 0.039
C -0.274 -7.231 0.081 0.001 -0.009 0.002
C 3.607 -3.148 -0.850 -0.001 0.000 0.001
H -0.613 2.221 -1.330 -0.077 0.038 -0.076
C -4.901 -1.569 -1.361 0.017 -0.010 -0.004
H -3.103 7.101 2.378 -0.004 0.002 0.000
C -5.310 -0.415 0.714 -0.015 0.026 -0.024
C -6.661 -0.343 0.406 -0.006 0.006 0.001
H 0.426 -4.302 -1.474 0.029 -0.030 -0.036
H -2.383 2.061 -1.195 0.114 0.096 -0.154
```
Positions in Å, forces in eV/Å.

- HOMO-LUMO gap (hartree) = 0.338

***

4.
Below is C12H20BBr2CsF4KN3NaO7PSV as an isolated structure at a distorted geometry, with properties calculated with ωB97M-V with the def2-TZVPD basis set.

Structure (XYZ):
```
55
Properties=species:S:1:pos:R:3:forces:R:3
O 2.544 1.647 -0.535 1.640 -0.156 -2.056
O -1.572 3.007 7.025 0.195 0.172 0.144
Br 1.187 0.912 -4.748 0.069 0.019 4.650
H -0.035 2.789 -0.585 0.369 -0.915 -1.670
H -0.516 -7.299 0.967 0.143 -0.863 -0.016
H 2.451 2.294 -2.556 -0.906 0.320 1.347
H 5.807 0.460 -0.271 -1.799 -0.169 -0.849
N -1.603 -2.315 0.333 2.398 0.163 -5.415
C 0.335 2.383 -1.606 0.980 -1.154 0.900
C -0.647 -2.278 -2.063 -0.736 0.317 1.733
H -0.147 3.072 -2.405 2.754 -3.138 1.960
C 1.957 2.531 -1.554 -0.653 1.418 -0.597
H -2.683 2.542 0.846 -0.272 -0.566 -0.098
O -2.091 1.333 -5.364 0.641 0.148 -0.479
O 0.973 2.182 2.984 -0.770 -0.006 -0.170
C 0.021 -1.486 -3.245 -0.741 3.953 0.678
O 4.568 2.608 -1.188 -2.860 -4.373 1.062
B -3.470 3.332 3.804 -1.087 -0.344 -0.866
C 3.946 1.548 -0.858 2.645 3.486 -0.427
S -1.632 -3.875 -0.409 0.673 2.385 -1.222
H -1.543 3.060 6.036 -0.388 0.104 -0.412
H 2.168 3.641 -1.325 -0.074 -1.758 -0.179
H 1.492 -6.558 3.152 -0.075 -0.109 -0.320
K -1.338 4.312 -3.000 -1.908 2.261 -0.563
C -0.690 0.049 -0.614 1.933 -0.824 -2.824
Na -1.418 -1.784 -5.507 -0.491 0.097 0.741
N -2.682 1.517 0.716 1.742 -0.089 0.311
H 4.321 -0.642 -0.182 0.459 1.253 -1.096
N -1.003 -3.683 -1.988 0.192 4.649 2.375
H 1.641 1.894 2.363 0.627 -0.165 -0.269
C -0.003 0.822 -1.788 -1.320 -2.260 0.778
H 0.451 -5.887 0.963 0.933 0.285 0.074
C 0.502 -6.960 1.222 -0.933 0.302 -1.167
F -4.333 2.265 4.208 0.961 0.955 -0.074
H -0.267 -6.426 3.189 -0.069 0.045 -0.429
F -3.381 4.307 4.866 0.477 -0.725 -0.045
P -1.200 0.908 1.022 -2.378 1.133 -0.844
H 5.088 -0.143 -1.852 -0.828 0.633 1.750
H 0.311 -2.055 -4.239 -0.634 1.218 2.053
H -1.326 -0.053 2.105 0.739 0.306 -1.089
F -3.996 3.956 2.627 0.702 -0.442 1.014
O -2.930 4.725 -5.506 1.380 -2.609 0.873
Br 1.427 -3.580 -4.001 1.355 -1.490 -1.051
H -2.302 3.558 7.391 0.054 -0.091 -0.467
C 0.567 -7.000 2.772 0.375 -0.094 2.016
H -0.266 1.972 1.382 0.200 -1.022 0.352
H 0.489 -8.021 3.156 0.068 0.101 -0.361
F -2.159 2.811 3.530 -0.462 0.379 0.644
V -2.514 3.031 -5.437 -1.518 1.116 -1.093
O 1.523 -7.661 0.778 -0.449 0.418 0.198
C 0.357 0.061 -3.154 -2.574 -3.887 3.905
Cs 0.529 0.238 -7.377 -0.690 -0.383 -3.113
C 4.803 0.203 -0.784 0.003 -0.021 0.498
C -1.008 -1.511 -0.717 0.218 0.074 -0.566
H -0.705 3.247 7.423 -0.309 -0.058 -0.229
```
Positions in Å, forces in eV/Å.

- HOMO-LUMO gap (hartree) = 0.056
- total charge = +1

***

5.
Below is a 2-piece molecular cluster, C9H9Cl4NO3 overall at a distorted geometry, with properties calculated with ωB97M-V with the def2-TZVPD basis set.

Structure (XYZ):
```
26
Properties=species:S:1:pos:R:3:forces:R:3
N -0.357 -1.586 0.026 -0.066 -0.578 0.279
H -1.078 -1.304 0.685 0.310 -0.090 -0.322
O -0.218 -0.882 2.707 1.442 2.318 -1.039
C 2.582 1.287 2.139 -0.157 1.940 0.044
H -1.419 -2.992 -1.246 -0.002 0.105 -0.307
H -2.375 -1.041 -4.049 0.145 0.020 0.090
H -2.435 -0.827 -1.612 -0.075 -0.067 -0.044
Cl -0.292 4.083 2.054 0.178 -0.178 -0.031
H -0.447 0.243 -1.003 0.135 0.030 -0.408
O -1.678 -2.679 -2.134 0.284 0.308 0.439
Cl 4.278 1.161 2.134 0.098 0.051 0.067
H 0.555 -1.645 0.474 -0.488 -0.109 -0.195
C 1.848 0.061 1.845 0.458 -2.368 -1.054
C 0.364 0.090 2.206 -0.562 -2.049 1.384
C -0.243 1.398 1.995 -0.010 1.933 0.064
O 2.337 -0.934 1.296 -0.818 2.060 1.326
Cl 2.812 3.934 2.539 -0.148 -0.114 -0.057
C -1.460 -0.772 -3.512 0.092 0.034 -0.244
H 0.583 -1.037 -1.740 -0.180 0.103 0.164
C -1.538 -1.259 -2.085 -0.348 -0.259 0.109
C 0.495 2.565 2.107 -2.062 -1.565 -0.286
H -1.344 0.313 -3.567 0.006 -0.005 0.067
C -0.357 -0.837 -1.205 0.095 0.168 -0.351
C 1.924 2.504 2.262 1.921 -1.844 0.034
H -0.615 -1.241 -4.032 -0.127 0.074 0.148
Cl -1.924 1.395 1.713 -0.122 0.083 0.122
```
Positions in Å, forces in eV/Å.

- relative energy (zero: lowest compared OMol25 entry of this formula, charge and spin) (kJ/mol) = 0.0
- HOMO-LUMO gap (hartree) = 0.235
- SMILES = O=C1C(=O)C(Cl)=C(Cl)C(Cl)=C1Cl.C[C@@H](O)CN